No. 1
DFT (the ωB97M-V functional and the def2-TZVPD basis) results for a cluster of 8 separate species, C33H53Br14NO4 in total.

Calculated values
SMILES string = Cc1ccc(C(C)C)c(OCC2=C(CCCCN)C(=O)OC2=O)c1.BrCCBr.BrCCBr.BrCCBr.BrCCBr.BrCCBr.BrCCBr.BrCCBr
HOMO = -8.272 eV

Last column: Mulliken charge in e.
Positions of all 105 atoms, in Å:
1 C 3.9451 -3.5053 2.2197  -1.41
2 C 4.1402 -2.0169 1.9518  -0.65
3 C 5.3689 -1.3814 2.0305  -1.04
4 C 5.4575 -0.0098 1.7690  -0.25
5 C 4.3551 0.7626 1.4185  0.98
6 C 4.4591 2.2768 1.1408  1.36
7 C 5.9283 2.7366 1.2349  -2.01
8 C 4.0215 2.6201 -0.3068  -1.05
9 C 3.1040 0.1010 1.3265  -1.15
10 O 2.0256 0.8754 0.9736  -0.18
11 C 0.8312 0.5554 1.6721  -0.65
12 C 0.0979 1.7950 2.1556  0.61
13 C -1.1252 1.7178 2.6835  0.48
14 C -2.0386 0.5617 2.9392  -0.80
15 C -2.3006 -0.3455 1.7169  -0.75
16 C -3.7293 -0.8688 1.6300  -0.79
17 C -4.6762 0.1907 1.0482  -0.74
18 N -4.5245 0.2093 -0.4178  -0.48
19 C -1.5015 3.1272 3.0839  -0.01
20 O -2.4959 3.4995 3.6089  -0.56
21 O -0.4407 3.9240 2.7603  -0.34
22 C 0.5763 3.2236 2.1316  -0.25
23 O 1.5589 3.7110 1.7102  -0.44
24 C 3.0335 -1.2536 1.5900  0.76
25 H 3.7871 -4.0557 1.2875  0.29
26 H 4.7398 -3.9339 2.8257  0.30
27 H 3.0257 -3.6115 2.7906  0.43
28 H 6.2664 -1.9349 2.2861  0.40
29 H 6.4478 0.4230 1.8330  0.37
30 H 3.8543 2.8456 1.8470  0.17
31 H 5.9750 3.7972 0.9801  0.49
32 H 6.5148 2.2280 0.4606  0.42
33 H 6.3830 2.5215 2.2036  0.39
34 H 4.6072 3.4439 -0.7227  0.46
35 H 2.9645 2.8857 -0.3633  0.15
36 H 4.1669 1.7747 -0.9710  0.05
37 H 0.9915 -0.0765 2.5498  0.64
38 H 0.1543 0.0935 0.9484  0.34
39 H -2.9846 0.9732 3.3060  0.45
40 H -1.6229 -0.0172 3.7733  0.43
41 H -1.5659 -1.1564 1.7217  0.26
42 H -2.0969 0.2291 0.8051  0.63
43 H -3.7357 -1.6943 0.9071  0.23
44 H -4.0913 -1.2918 2.5711  0.42
45 H -5.7011 -0.1239 1.2828  0.36
46 H -4.4328 1.1862 1.4257  0.40
47 H -4.9108 -0.6406 -0.8139  0.14
48 H -5.1053 0.9497 -0.8009  0.21
49 H 2.0757 -1.7668 1.5157  0.70
50 Br 1.7288 -3.0813 -2.5416  -0.15
51 C 2.6506 -1.5764 -3.3675  -0.68
52 C 4.0855 -1.4937 -2.9204  -0.67
53 Br 4.2111 -0.7763 -1.1099  0.15
54 H 2.0816 -0.6856 -3.1193  0.36
55 H 2.5904 -1.7574 -4.4389  0.41
56 H 4.6404 -0.8011 -3.5513  0.34
57 H 4.5853 -2.4579 -2.9189  0.39
58 Br -3.0109 -2.2634 -2.0349  -0.12
59 C -2.7889 -1.7072 -3.8846  -0.63
60 C -4.1107 -1.6014 -4.5960  -0.58
61 Br -4.8146 -3.3521 -5.0683  -0.10
62 H -2.1140 -2.4196 -4.3482  0.40
63 H -2.3067 -0.7329 -3.8331  0.34
64 H -3.9929 -1.0772 -5.5421  0.37
65 H -4.8732 -1.1063 -4.0034  0.36
66 Br -1.4466 9.7681 2.1195  -0.15
67 C -1.9154 7.8795 2.0476  -0.35
68 C -0.7458 7.0318 1.6264  -0.10
69 Br -0.4227 7.1658 -0.2903  -0.14
70 H -2.7659 7.7936 1.3778  0.16
71 H -2.2242 7.6223 3.0586  0.39
72 H -0.9518 5.9823 1.8074  -0.24
73 H 0.1808 7.3054 2.1205  0.43
74 Br 0.9697 -4.2914 5.6928  -0.15
75 C 2.7491 -4.1119 6.4653  -0.62
76 C 3.2186 -2.6817 6.4421  -0.65
77 Br 3.7752 -2.1578 4.6473  0.05
78 H 3.4008 -4.7786 5.9088  0.35
79 H 2.6545 -4.4707 7.4882  0.38
80 H 4.0993 -2.5601 7.0702  0.35
81 H 2.4531 -1.9792 6.7571  0.37
82 Br 4.7196 -6.3019 -0.8555  -0.13
83 C 4.0028 -7.8189 0.1301  -0.61
84 C 2.5049 -7.7385 0.2524  -0.58
85 Br 1.9699 -6.4332 1.5910  -0.09
86 H 4.5041 -7.8355 1.0925  0.36
87 H 4.2918 -8.6968 -0.4440  0.36
88 H 2.0985 -8.6870 0.5974  0.33
89 H 2.0196 -7.4551 -0.6761  0.36
90 Br -4.8841 8.5558 -0.6083  -0.16
91 C -3.3774 8.6124 -1.8409  -0.40
92 C -3.8346 8.6405 -3.2741  -0.57
93 Br -4.4319 6.8864 -3.8708  -0.15
94 H -2.7527 7.7559 -1.6088  0.12
95 H -2.8403 9.5257 -1.5921  0.40
96 H -3.0070 8.8994 -3.9311  0.36
97 H -4.6581 9.3271 -3.4429  0.38
98 Br -5.8895 -3.8404 -9.1983  -0.11
99 C -6.7365 -5.1815 -8.0729  -0.40
100 C -8.2278 -4.9872 -8.0070  -0.60
101 Br -8.7060 -3.5094 -6.8358  -0.13
102 H -6.2588 -5.1241 -7.1000  0.14
103 H -6.4970 -6.1359 -8.5373  0.34
104 H -8.7077 -5.8617 -7.5725  0.34
105 H -8.6694 -4.7780 -8.9760  0.38

Forces on the atoms, in the same order (eV/Å):
-0.4289 0.3211 -0.8557
0.2625 -0.4265 -0.2993
-0.2064 0.2521 -0.1516
0.0632 -0.4053 0.0445
-0.4769 0.4907 0.2452
1.0023 -0.3898 -0.8043
-0.2805 -0.1387 -0.1341
-0.5085 0.0468 0.0713
1.2105 0.4695 0.7396
-0.0115 -0.3941 0.7646
-0.4622 1.0752 -0.6394
0.4114 -0.9371 -0.4242
-0.0261 0.8811 0.1900
-0.1737 0.1132 0.0641
0.4920 0.1611 0.0497
0.1835 -0.0090 -0.5419
-0.2459 -0.9249 -0.3759
-0.1065 0.5350 0.0319
0.5721 -1.6786 -0.3134
-0.1887 0.5531 0.0846
0.0563 1.7990 0.0950
-1.2701 -1.8225 0.4676
0.3560 0.6696 -0.0672
-0.8043 -0.1432 0.2628
0.3699 0.0418 0.0029
0.1409 -0.0630 -0.3130
-0.0508 -0.2813 -0.1914
-0.0926 0.0056 0.0324
-0.1657 0.1561 -0.0155
-0.0642 -0.1673 0.0286
0.0750 0.0066 0.3796
-0.0230 -0.0438 0.1284
0.0031 0.2788 -0.0167
-0.0785 0.0625 0.2104
0.0906 0.0040 0.0571
0.0850 0.0049 0.0034
0.1624 -0.1880 -0.2238
0.0692 -0.4225 0.2910
0.0926 0.0149 -0.0281
-0.0700 -0.0428 -0.0847
-0.1996 -0.0715 -0.0147
-0.1530 -0.1021 0.0003
-0.0166 -0.0402 0.1801
0.0703 0.2509 0.0729
0.0271 0.5119 0.4584
-0.2912 -0.0478 0.1376
0.1700 -0.0910 0.1020
0.1391 0.0910 0.0511
0.0788 0.0884 -0.0644
-0.0456 0.0864 0.0597
-0.0359 -0.2366 -0.1584
0.1867 0.2936 0.2175
0.1763 -0.6511 -1.5149
0.0579 0.0116 0.0476
0.0310 -0.0048 0.0082
-0.0608 -0.0254 -0.0571
-0.0759 -0.0268 -0.0552
0.1649 -0.2955 -0.1517
0.0391 0.1440 0.2254
0.0093 -0.1095 -0.2695
-0.0400 0.0014 0.0946
-0.0483 -0.0122 -0.0369
-0.0488 0.0172 -0.0197
0.0395 0.0082 0.0182
0.0470 0.0014 0.0459
-0.0593 -0.0013 -0.0937
0.0758 0.1241 0.1864
-0.1272 -0.0844 -0.1506
0.1944 -0.0185 0.0582
0.0206 -0.0270 -0.0080
0.0362 -0.0499 -0.0097
-0.0332 0.0209 0.0326
-0.0230 0.0394 0.0020
0.0644 -0.0318 -0.0910
-0.2080 -0.0032 0.1874
0.3169 0.1239 -0.1767
-0.2382 0.6915 1.8837
0.0173 0.0532 -0.0256
-0.0021 0.0221 -0.0017
-0.0343 -0.0630 0.0428
-0.0398 -0.0771 0.0447
0.0079 0.0198 0.0844
0.0910 0.0195 -0.2735
-0.1125 -0.0363 0.2579
-0.0660 -0.0269 -0.0540
-0.0603 0.0086 0.0232
-0.0465 -0.0098 0.0073
0.0546 -0.0192 -0.0138
0.0679 0.0076 -0.0252
0.0313 -0.0760 0.0120
-0.1234 0.1781 0.0849
0.0925 -0.1565 -0.1194
-0.0596 0.0439 0.0085
-0.0673 0.0471 -0.0850
0.0128 -0.0083 -0.0287
0.0263 0.0091 0.0496
0.0033 0.0031 0.0486
0.0158 0.0153 0.0853
0.0960 -0.0219 -0.2684
-0.0973 0.0125 0.2667
-0.0178 0.0174 -0.0793
-0.0595 0.0329 0.0192
-0.0535 -0.0087 0.0086
0.0550 -0.0250 -0.0096
0.0649 -0.0013 -0.0217

No. 2
DFT (the ωB97M-V functional and the def2-TZVPD basis) results for an isolated molecule of C2F3NO2.

Calculated values
SMILES string = O=C=NOC(F)(F)F
ΔE to the lowest compared entry with this formula, charge and spin = 0.014 eV
HOMO = -11.126 eV

Last column: Mulliken charge in e.
Positions of all 8 atoms, in Å:
1 C 1.3836 1.1336 -0.2526  0.72
2 C -1.1619 -0.6979 0.0955  0.90
3 N 0.1456 1.1491 -0.3027  -0.56
4 O 2.4631 0.8867 -0.3433  -0.21
5 O -0.1522 -0.1786 -0.5849  -0.15
6 F -2.1827 0.0854 0.2564  -0.21
7 F -0.7631 -1.0603 1.3880  -0.27
8 F -1.4840 -1.8641 -0.5539  -0.22

Forces on the atoms, in the same order (eV/Å):
-3.8098 -0.5129 -0.1706
0.1714 -2.3927 1.9806
-0.6732 2.0398 0.8562
5.1144 0.0317 -0.0038
0.2089 -1.4081 -1.6840
-0.8056 0.3137 -0.3760
-0.3545 0.2808 -1.4217
0.1484 1.6477 0.8193

Values of LUMO, in order: -0.64 -0.32, all in eV.
Values of max |F|, in order: 2.3 5.1, all in eV Å⁻¹.